[1]
ORCA calculation (wB97M-V/def2-TZVPD) on a structure of composition C6H24F2HfN12O6 at a distorted geometry.

Geometry (Å):
Hf: -1.1346 2.4800 0.7080
F: -1.4188 1.3803 2.6143
F: 0.0806 0.6817 0.3313
C: 0.4717 -2.7228 -1.5656
O: 0.4159 -3.7988 -2.1216
N: 1.5657 -1.8986 -1.7222
N: -0.4887 -2.1952 -0.7747
H: 2.2813 -2.1457 -2.3839
H: 1.5901 -0.9924 -1.2903
H: -1.3284 -2.7471 -0.7619
H: -0.4426 -1.2802 -0.3648
C: 3.5141 0.8839 -2.5270
O: 4.3565 0.5476 -3.3207
N: 3.5703 0.7216 -1.1697
N: 2.3758 1.5384 -2.8590
H: 2.8766 0.8455 -0.4578
H: 4.4587 0.3631 -0.8532
H: 2.1224 1.5650 -3.8324
H: 1.7036 1.8018 -2.1675
C: 1.7853 2.5489 2.8213
O: 0.9727 2.5479 1.8521
N: 1.6681 3.2134 3.9703
N: 2.9854 1.9499 2.6739
H: 0.8627 3.8073 4.0798
H: 2.4421 3.3007 4.6068
H: 3.1086 1.2776 1.9354
H: 3.4708 1.7999 3.5448
C: -1.8500 1.0931 -2.5880
O: -1.5633 1.7488 -1.5493
N: -3.0083 1.3041 -3.2467
N: -1.0792 0.1073 -3.0297
H: -3.7387 1.7233 -2.6971
H: -3.2755 0.7695 -4.0566
H: -0.2031 -0.0361 -2.5474
H: -1.3304 -0.3468 -3.8920
C: 0.2545 -2.5204 2.5413
O: 0.1366 -3.7263 2.5553
N: 1.4564 -1.9344 2.2484
N: -0.7657 -1.6202 2.7103
H: 1.3871 -0.9337 2.2126
H: 2.2110 -2.5228 1.9461
H: -1.6645 -2.0136 2.9314
H: -0.6345 -0.6458 2.9251
C: -3.4695 -0.2793 0.3730
O: -2.7756 0.7534 0.5160
N: -4.6715 -0.2797 -0.2383
N: -3.0637 -1.5122 0.7309
H: -5.1512 -1.1337 -0.0063
H: -5.1468 0.4680 -0.7066
H: -2.1905 -1.6702 1.2203
H: -3.7289 -2.2657 0.6814

Computed properties:
**Lowest unoccupied orbital energy**: -10.02 eV
**Charge**: +2
**HOMO energy**: -14.26 eV
**2S+1**: 1

[2]
ORCA calculation (wB97M-V/def2-TZVPD) on a structure of composition C24H17ClCoN8O3 at a distorted geometry.

Geometry (Å):
Co: 8.2889 5.4327 15.6504
Cl: 7.7624 1.0081 9.8982
C: 8.0260 2.3394 11.0095
C: 7.9834 3.6979 10.5989
C: 8.1805 4.6868 11.5267
C: 8.4075 4.4088 12.9145
O: 8.5774 5.3769 13.7291
C: 8.4546 3.0339 13.2938
C: 8.6319 2.6130 14.6393
N: 8.7461 3.4267 15.6722
C: 8.9968 2.9274 16.9736
C: 9.6782 1.7709 17.2295
C: 9.8674 1.3388 18.5218
C: 9.5107 2.1642 19.6290
C: 8.8474 3.3533 19.4274
C: 8.4458 4.2566 20.4852
C: 7.7644 5.3697 20.2027
C: 7.4571 5.7482 18.7952
N: 7.9058 4.8768 17.7548
C: 8.5533 3.7658 18.0607
C: 8.2713 2.0380 12.3078
H: 7.8025 3.9448 9.5535
H: 8.2403 5.7066 11.1984
H: 8.6606 1.5232 14.8194
H: 10.0232 1.1417 16.4351
H: 10.3428 0.4027 18.7311
H: 9.6857 1.8179 20.6247
H: 8.6174 3.9517 21.5219
H: 7.3549 6.0160 20.9751
H: 6.3890 5.9483 18.6881
H: 8.3131 0.9928 12.6120
C: 7.6976 9.6399 13.6731
N: 6.8062 8.5826 14.1822
C: 5.5006 8.5149 13.8352
C: 4.7018 7.4803 14.1633
C: 5.2886 6.4369 14.9318
N: 6.5657 6.5244 15.3122
C: 7.3395 7.5969 14.9602
O: 8.5189 7.5665 15.3156
N: 4.6054 5.3469 15.3018
H: 7.1044 10.4630 13.3161
H: 8.3558 9.2459 12.9108
H: 8.2948 9.9992 14.4836
H: 5.1529 9.3504 13.2715
H: 3.6593 7.4277 13.8598
H: 3.6527 5.2228 15.0515
H: 5.0602 4.6845 15.8872
O: 9.2511 7.0737 17.9945
N: 8.1171 7.0999 18.4808
C: 7.3688 8.1660 18.5916
C: 7.8200 9.2989 17.9011
N: 8.1867 10.1882 17.2675
C: 6.1150 8.1251 19.2767
N: 5.1723 7.9385 19.9068

Computed properties:
**Lowest unoccupied orbital energy (spin up / spin down)**: -3.72 / -5.36 eV
**Charge**: +1
**HOMO energy (spin up / spin down)**: -10.48 / -10.58 eV
**2S+1**: 5

Listing relative energy (zero: lowest compared OMol25 entry of this formula, charge and spin) for the structures above in their given order: 59.04, 20.11 kcal per mole.